C5H12OS2 | the ωB97M-V functional and the def2-TZVPD basis

Computed properties:
* structure (SMILES): CCSSCCCO
* HOMO: -8.4 eV
* LUMO energy: 0.0287 Eh
* energy above the lowest of the compared OMol25 structures with the same formula, charge and spin: 56.0 kcal per mole
* E_tot: -29095.2579 eV
* HOMO-LUMO gap: 0.338 Ha

The geometry in XYZ format:
```
20
C5H12OS2 the ωB97M-V functional and the def2-TZVPD basis
C 1.736 -0.828 1.554
C 3.091 -0.331 1.317
O 4.051 -1.343 1.412
C 0.708 0.371 1.190
S 0.377 -0.094 -0.622
S -0.956 0.922 -1.768
C -2.595 0.048 -2.163
C -3.716 1.096 -1.865
H 1.447 -1.805 1.124
H 1.735 -1.007 2.614
H 3.406 0.299 0.517
H 3.440 0.435 2.016
H 3.736 -2.155 1.852
H -0.167 0.134 1.780
H 0.953 1.395 1.330
H -2.498 -0.888 -1.653
H -2.694 -0.266 -3.157
H -4.382 0.868 -1.158
H -4.317 1.074 -2.798
H -3.355 2.073 -1.521
```